1.
A 2-piece molecular cluster, C5H4ClIN3O3 overall at a distorted geometry. Source: OMol25; level of theory: ωB97M-V with the def2-TZVPD basis set.

Kohn-Sham gap: 7.26 eV
charge: +1
ΔE to the lowest compared entry with this formula, charge and spin: 26.4 kJ/mol
E_tot: -1340.31502 a.u.
LUMO level: -5.7 eV
E_HOMO: -12.92 eV

Element x y z (Å)
C1 0.36275 0.81352 -0.79097
C2 -0.92050 1.21276 -0.61265
C3 -0.04240 0.99058 1.39145
C4 0.73215 -3.23124 0.29815
C5 2.14779 0.25695 0.91935
N1 0.92380 0.67409 0.46701
N2 -1.15777 1.31722 0.74246
N3 -1.99504 1.52031 -1.55641
O1 -1.71638 1.48570 -2.71543
O2 -3.04579 1.77366 -1.03313
O3 0.60590 -2.03734 0.32532
Cl1 0.16864 0.97027 3.03702
I1 3.50693 -0.31877 -0.47829
H1 0.89886 0.61211 -1.70006
H2 1.71692 -3.71332 0.22167
H3 -0.12658 -3.91462 0.34995
H4 -2.05928 1.58813 1.13456

---

2.
One molecule with the formula C5H4ClN3 at a distorted geometry. Source: OMol25; level of theory: ωB97M-V with the def2-TZVPD basis set.

Kohn-Sham gap (alpha / beta): 6.50 / 8.66 eV
ΔE to the lowest compared entry with this formula, charge and spin: 440.3 kJ/mol
E_tot: -817.18204 a.u.
LUMO level (alpha / beta): -1.6 / -0.8 eV
E_HOMO (alpha / beta): -8.11 / -9.45 eV

Element x y z (Å)
C1 -1.14717 2.57132 -0.98655
C2 0.15971 -0.43761 -0.07083
C3 0.46113 -0.58325 -1.39793
C4 0.78899 0.58531 -3.46509
C5 -0.21444 0.92441 0.45791
N1 -1.99674 3.29276 -1.36715
N2 0.41654 0.51270 -2.31613
N3 -0.15079 1.90373 -0.63062
Cl1 0.90635 1.76820 -4.57523
H1 0.13719 -1.43612 0.49318
H2 0.60248 -1.61879 -1.68225
H3 -1.18949 0.63271 0.90442
H4 0.31981 1.41441 1.16492

---

3.
C5H4ClN3O2S2 as an isolated structure at a distorted geometry. Source: OMol25; level of theory: ωB97M-V with the def2-TZVPD basis set.

Kohn-Sham gap: 8.35 eV
ΔE to the lowest compared entry with this formula, charge and spin: 0.0 kJ/mol
E_tot: -1764.10974 a.u.
LUMO level: -1.0 eV
E_HOMO: -9.31 eV

Element x y z (Å)
C1 2.93936 0.12912 -0.15623
C2 2.52565 0.77884 0.97549
C3 0.83251 0.08117 -0.20956
C4 -3.29226 0.67986 -0.68029
C5 -0.65119 -0.42182 -0.57423
N1 1.90714 -0.32137 -0.89356
N2 1.15507 0.88456 0.92577
N3 -0.84086 -1.66118 0.27077
O1 -0.71877 -2.69781 -0.30788
O2 -1.09673 -1.48797 1.42727
S1 -4.25770 1.97710 -0.54687
S2 -1.79074 0.84870 0.14509
Cl1 -3.46350 -0.71222 -1.67788
H1 3.96986 -0.02457 -0.41724
H2 3.11294 1.21825 1.77236
H3 -0.89585 -0.58390 -1.68528
H4 0.56508 1.31323 1.63228

---

4.
C5H4CsO6 as an isolated structure at a distorted geometry. Source: OMol25; level of theory: ωB97M-V with the def2-TZVPD basis set.

Kohn-Sham gap (alpha / beta): 3.05 / 4.81 eV
E_tot: -664.38683 a.u.
multiplicity: 2
LUMO level (alpha / beta): -1.4 / -1.4 eV
E_HOMO (alpha / beta): -4.48 / -6.25 eV

Element x y z (Å)
O1 0.29605 -0.28561 1.11295
C1 1.19998 -1.36167 0.84534
C2 1.30927 -1.35697 -0.67755
O2 0.17141 -0.58951 -1.07975
C3 -0.30793 0.10727 -0.02857
H1 2.15189 -1.15706 1.34561
H2 0.76823 -2.29280 1.23475
H3 1.23284 -2.35351 -1.12393
H4 2.21999 -0.85621 -1.03038
Cs1 -6.91246 0.47209 0.26025
O3 -2.45989 0.13536 -1.04209
O4 -2.34044 0.55095 1.12367
C4 -1.78349 0.28461 0.01811
O5 0.51465 2.26116 -0.33639
O6 2.31437 3.69447 -0.32144
C5 1.62553 2.74742 -0.30059

---

5.
One molecule with the formula C5H4F2 at a distorted geometry. Source: OMol25; level of theory: ωB97M-V with the def2-TZVPD basis set.

Kohn-Sham gap: 8.99 eV
ΔE to the lowest compared entry with this formula, charge and spin: 123.2 kJ/mol
E_tot: -392.56767 a.u.
structure (SMILES): FC1(F)C=CC=C1
LUMO level: -0.2 eV
E_HOMO: -9.18 eV

Element x y z (Å)
F1 -1.93076 -1.11826 -0.06961
C1 -1.01179 -0.13121 -0.44228
F2 -1.60404 0.55936 -1.48932
C2 -0.45793 0.78708 0.76544
C3 0.81248 0.56146 0.99835
C4 1.21700 -0.19866 -0.09395
C5 0.22172 -0.67899 -0.83972
H1 -1.28955 1.40231 1.32587
H2 1.48035 0.75294 1.83093
H3 2.21210 -0.69361 -0.17643
H4 0.35043 -1.24243 -1.80929

---

6.
One molecule with the formula C5H4F2 at a distorted geometry. Source: OMol25; level of theory: ωB97M-V with the def2-TZVPD basis set.

Kohn-Sham gap: 8.45 eV
ΔE to the lowest compared entry with this formula, charge and spin: 437.0 kJ/mol
E_tot: -392.44813 a.u.
LUMO level: -0.8 eV
E_HOMO: -9.24 eV

Element x y z (Å)
C1 -0.23721 0.22250 0.18193
C2 -1.23447 1.03766 0.83655
C3 -0.98863 -0.34850 1.35214
C4 0.05160 -0.16936 -1.25503
C5 1.14174 0.38451 -0.42485
F1 2.13835 -0.40607 0.01245
F2 1.63669 1.60949 -0.64083
H1 -0.48687 -0.46317 2.30250
H2 -1.73850 -1.10326 1.15410
H3 0.07974 -1.22351 -1.49040
H4 -0.36244 0.45971 -2.02856

---

7.
A 2-piece molecular cluster, C5H4F2N2OS overall at a distorted geometry. Source: OMol25; level of theory: ωB97M-V with the def2-TZVPD basis set.

Kohn-Sham gap (alpha / beta): 7.94 / 8.81 eV
ΔE to the lowest compared entry with this formula, charge and spin: 283.6 kJ/mol
E_tot: -975.44030 a.u.
LUMO level (alpha / beta): -0.7 / -0.2 eV
E_HOMO (alpha / beta): -8.60 / -9.02 eV

Element x y z (Å)
C1 -2.03194 -0.26871 -1.01728
C2 -0.94487 -0.57449 -0.25641
C3 -0.67378 1.30347 -1.46568
C4 1.17937 0.59326 -0.01513
C5 1.80081 -0.97818 2.48953
N1 -1.85041 0.89894 -1.70929
N2 -0.04378 0.46823 -0.57457
O1 2.09930 1.32177 -0.08247
F1 1.23814 0.02427 3.27802
F2 0.81710 -1.95927 2.47339
S1 3.35280 -1.57752 3.00193
H1 -2.94638 -0.91760 -0.91417
H2 -0.61623 -1.35218 0.27629
H3 -0.28738 2.00777 -2.22364
H4 3.82072 -0.35900 2.96727

---

8.
An isolated ion of composition C5H4F3N2O2S and charge -1 at a distorted geometry. Source: OMol25; level of theory: ωB97M-V with the def2-TZVPD basis set.

Kohn-Sham gap (alpha / beta): 7.35 / 7.35 eV
charge: -1
ΔE to the lowest compared entry with this formula, charge and spin: 603.1 kJ/mol
E_tot: -1150.51102 a.u.
LUMO level (alpha / beta): 2.9 / 2.9 eV
E_HOMO (alpha / beta): -4.45 / -4.45 eV

Element x y z (Å)
C1 0.56880 -1.26292 -0.24009
C2 -0.56217 -1.35171 -0.86781
C3 1.79305 1.00727 -0.36807
C4 -0.59686 1.50011 -0.63643
C5 -1.66291 -2.24286 -0.15277
N1 1.32180 -0.15347 -0.60256
N2 0.66316 1.03345 -1.25099
O1 3.31448 2.65943 1.22575
O2 1.07216 1.95599 1.77377
F1 -2.13523 -1.80986 1.07955
F2 -2.85151 -2.26144 -0.78559
F3 -1.36768 -3.53915 0.05858
S1 2.43968 1.50966 1.39167
H1 0.94863 -1.79176 0.54415
H2 -1.11354 0.73898 -0.06604
H3 -0.51985 2.18867 0.23685
H4 -1.31201 1.81961 -1.33996

---

Among the records above, which one has the lowest E_tot? C5H4ClN3O2S2

---

What is the formula in the third record? C5H4ClN3O2S2

---

The lowest E_tot belongs to which entry? C5H4ClN3O2S2

---

Which of these has the lowest E_tot? C5H4ClN3O2S2